(1)
Here is the ion C20H31N4O5S with charge +1 at a distorted geometry from OMol25. Energies are from ωB97M-V/def2-TZVPD.

Its charge is +1. As for the gap between HOMO and LUMO: 9.34 eV. The LUMO energy is -2.25 eV. Its HOMO energy is -11.59 eV.

Structure (XYZ):
```
61
C20H31N4O5S, DFT ωB97M-V/def2-TZVPD
C 3.0217 5.0097 -3.9153
C 2.8020 3.9011 -2.8990
O 1.4449 3.4384 -2.9097
C 1.1278 2.5600 -3.8763
O 1.9117 2.0515 -4.6413
N -0.1954 2.2458 -3.8575
C -1.1357 2.7107 -2.8657
C -2.1158 1.5821 -2.4944
C -1.6106 0.1595 -2.7632
N -0.6502 -0.2904 -1.7016
C -0.5201 -1.7596 -1.5989
C 0.0003 -2.1060 -0.1883
N 0.8370 -1.0484 0.3372
S 0.0297 0.0531 1.3659
O 0.8834 1.1873 1.4802
O -1.2858 0.2781 0.7642
C -0.1371 -0.8432 2.8751
C 0.9731 -0.9632 3.6952
C 0.8674 -1.6796 4.8671
C -0.3455 -2.2861 5.2260
N -0.3962 -2.9943 6.4088
C -1.4508 -3.7258 6.9325
C -1.1081 -4.3398 8.2635
O -2.5103 -3.8513 6.3760
C -1.4558 -2.1454 4.3850
C -1.3473 -1.4229 3.2148
C 1.6160 -0.4092 -0.6984
C 0.7039 0.3152 -1.7125
C -1.0683 -0.0117 -4.1919
C -0.7382 1.3421 -4.8393
H 4.0390 5.3796 -3.8317
H 2.3303 5.8293 -3.7368
H 2.8690 4.6276 -4.9216
H 3.4645 3.0557 -3.1094
H 2.9613 4.2584 -1.8801
H -0.5835 3.0657 -1.9953
H -1.7036 3.5634 -3.2585
H -2.3989 1.6752 -1.4447
H -3.0262 1.6961 -3.0847
H -2.4739 -0.5017 -2.6296
H -1.0811 0.0166 -0.7739
H -1.4894 -2.2313 -1.7617
H 0.1717 -2.1118 -2.3669
H -0.8281 -2.2439 0.5083
H 0.5771 -3.0352 -0.2233
H 1.8947 -0.4842 3.4085
H 1.7247 -1.7733 5.5167
H 0.4545 -2.9819 6.9561
H -1.9633 -4.9011 8.6282
H -0.8581 -3.5636 8.9839
H -0.2577 -5.0113 8.1638
H -2.3915 -2.6012 4.6626
H -2.2025 -1.2853 2.5722
H 2.2727 0.3136 -0.2155
H 2.2299 -1.1740 -1.1794
H 0.6142 1.3609 -1.4226
H 1.1343 0.2539 -2.7126
H -1.8112 -0.5195 -4.8060
H -0.1779 -0.6389 -4.1869
H 0.0011 1.2157 -5.6310
H -1.6400 1.7891 -5.2665
```

Löwdin atomic charge list, values in e, 2 entries: atom 1 (C): -0.053, atom 2 (C): -0.205

(2)
Here is a structure of composition C20H31N5Se2SiTcTe at a distorted geometry from OMol25. Energies are from ωB97M-V/def2-TZVPD.

As for the expectation value of S²: 3.7954. Its charge is +2. As for the gap between HOMO and LUMO (spin up / spin down): 7.51 / 6.57 eV. The spin multiplicity is 4. The LUMO energy (spin up / spin down) is -6.41 / -7.73 eV. Its HOMO energy (spin up / spin down) is -13.92 / -14.29 eV.

Structure (XYZ):
```
61
C20H31N5Se2SiTcTe, DFT ωB97M-V/def2-TZVPD
Tc -0.3481 0.3928 -0.4838
C -2.4066 2.6500 2.2012
Se -2.7777 1.2921 0.8669
C -3.4490 2.4137 -0.5246
C -2.3590 3.2796 -1.1679
Se -1.0611 2.2331 -2.1720
C 0.1884 3.7378 -2.4447
H -3.2304 3.3455 2.1216
H -1.4245 3.0357 2.0179
H -2.4633 2.1295 3.1257
H -4.1867 2.9981 0.1134
H -3.9967 1.7430 -1.2237
H -1.7289 3.8060 -0.4147
H -2.8361 3.9469 -1.8860
H -0.2512 4.2983 -3.2527
H 1.1427 3.2615 -2.7562
H 0.2501 4.2165 -1.4670
N 0.0621 -3.0279 2.0910
C 0.5273 -1.8240 1.8345
N -0.2042 -1.3286 0.8609
C -1.1058 -2.3154 0.5633
N -0.9463 -3.3953 1.2406
C -2.0834 -2.2445 -0.5272
C -3.0784 -3.1816 -0.7687
N -3.9800 -3.0268 -1.7810
C -3.7662 -1.9497 -2.5717
C -2.7982 -1.0139 -2.2996
N -1.9901 -1.1181 -1.2102
H 0.4190 -3.6770 2.7658
H 1.3750 -1.4148 2.4000
H -3.2620 -4.1179 -0.1613
H -4.4470 -1.8910 -3.4283
H -2.5617 -0.1010 -2.8475
Te 1.1326 2.1596 0.6468
C 1.6363 1.3324 2.6031
C 2.8937 0.8052 2.7391
C 3.2652 0.2086 3.9407
C 2.3294 0.1671 5.0325
C 1.0583 0.6582 4.8568
C 0.6920 1.2430 3.6434
H 3.5744 0.9109 1.8709
H 4.2498 -0.1639 4.0379
H 2.6921 -0.2475 5.9477
H 0.3508 0.5450 5.6680
H -0.3225 1.6881 3.6376
C 2.7596 -1.3412 -3.6997
Si 2.1154 -1.3204 -1.9465
C 3.3345 -0.7200 -0.7046
C 1.4431 -3.0119 -1.5383
C 0.7174 -0.1427 -2.0829
H 3.5050 -2.0944 -3.9373
H 3.2002 -0.4292 -4.0074
H 1.9666 -1.5778 -4.3641
H 4.2793 -1.2364 -0.7235
H 2.9376 -0.8367 0.2567
H 3.5112 0.3592 -0.9275
H 2.3212 -3.6581 -1.3760
H 0.9167 -3.4959 -2.3777
H 0.8535 -3.1393 -0.6090
H 0.0588 -0.5676 -2.8484
H 1.3059 0.7529 -2.5523
```

Löwdin atomic charge list, values in e, 2 entries: atom 1 (Tc): 0.809, atom 2 (C): -0.341

(3)
Here is a structure of composition C20H32BF12O12Zr at a distorted geometry from OMol25. Energies are from ωB97M-V/def2-TZVPD.

Its charge is -1. As for the gap between HOMO and LUMO: 6.16 eV. The LUMO energy is 2.06 eV. Its HOMO energy is -4.10 eV.

Structure (XYZ):
```
78
C20H32BF12O12Zr, DFT ωB97M-V/def2-TZVPD
Zr -1.8334 -2.7375 -0.8424
B -0.6601 -0.9350 -1.2915
H -0.1622 0.0044 -1.4758
H -1.6423 -0.9624 -1.7373
H -0.0776 -1.7940 -1.5867
H -0.7742 -0.9439 -0.2186
O -0.9497 -4.4793 -2.0019
C -1.5244 -4.8459 -3.2212
C -2.1446 -3.5964 -3.9745
O -2.8824 -2.6602 -3.1952
H -2.3350 -5.5681 -3.1242
H -0.7354 -5.3214 -3.8039
H -2.7474 -3.9857 -4.7950
H -1.3725 -3.0572 -4.5234
O -2.4890 -2.5975 1.3038
C -3.6338 -1.7787 1.5957
C -3.9547 -0.8448 0.4050
O -3.8627 -1.3501 -0.9459
H -3.6202 -1.1915 2.5140
H -4.5255 -2.3643 1.8196
H -3.3124 0.0354 0.4330
H -5.0087 -0.5671 0.3987
C 3.5861 -1.9487 -0.8569
C 2.9493 -3.3948 -0.5470
O 2.5741 -3.5058 0.8377
C 1.2757 -3.4794 1.2819
O 0.3774 -3.1167 0.5330
C 1.0380 -3.6004 2.8298
F 0.2083 -4.6323 3.1248
F 2.2901 -3.6798 3.2785
F 0.4449 -2.4816 3.2043
H 4.4873 -1.7196 -0.2881
H 2.7645 -1.2688 -0.6314
H 4.0799 -1.8258 -1.8208
H 3.5996 -4.2111 -0.8617
H 2.0956 -3.4784 -1.2196
C -0.3682 0.8444 6.5704
C -0.3713 2.0608 5.7041
O 0.3106 1.8872 4.5005
C -0.3898 1.9176 3.4283
O -1.6208 2.1474 3.3795
C 0.4082 1.6301 2.0808
F 1.6494 1.0622 2.4249
F -0.2736 0.8837 1.1227
F 0.7081 2.7795 1.4874
H -0.5405 1.1889 7.5901
H 0.6653 0.5026 6.5145
H -0.9979 0.0042 6.2776
H 0.1699 2.8360 6.2467
H -1.3973 2.4282 5.6844
C 4.5967 3.4689 1.2773
C 4.7667 3.9978 -0.1636
O 3.8334 3.3792 -1.1426
C 4.1317 2.2204 -1.7627
O 5.1609 1.5478 -1.6220
C 3.0167 1.7829 -2.7229
F 1.8283 1.6335 -2.1119
F 2.9147 2.7071 -3.6777
F 3.3387 0.6269 -3.1980
H 3.6916 3.9299 1.6728
H 5.5238 3.8165 1.7332
H 4.7182 2.3903 1.3763
H 5.8056 3.8794 -0.4716
H 4.6275 5.0788 -0.1732
C -2.9637 3.7001 -0.6424
C -3.6441 2.6798 -1.5911
O -2.4796 2.2561 -2.3510
C -2.5922 1.1689 -3.1251
O -3.5450 0.4078 -3.1054
C -1.4925 1.0291 -4.1190
F -2.1484 1.2562 -5.2311
F -0.4687 1.8808 -3.8272
F -1.0782 -0.1760 -4.2065
H -1.9895 3.4334 -0.2326
H -3.6731 3.8642 0.1687
H -2.8440 4.6659 -1.1333
H -4.3821 3.2031 -2.1991
H -4.1284 1.8827 -1.0270
```

Löwdin atomic charge list, values in e, 2 entries: atom 1 (Zr): 1.931, atom 2 (B): -0.496

(4)
Here is a structure of composition C20H32BGaNO3 at a distorted geometry from OMol25. Energies are from ωB97M-V/def2-TZVPD.

Its charge is -1. As for the gap between HOMO and LUMO: 6.50 eV. The LUMO energy is 2.51 eV. Its HOMO energy is -4.00 eV.

Structure (XYZ):
```
58
C20H32BGaNO3, DFT ωB97M-V/def2-TZVPD
C 6.7088 0.8311 0.6419
C 6.1440 2.1358 -0.1153
O 4.8885 2.5991 0.4072
B 3.7713 1.8013 -0.0527
O 3.5106 0.4347 0.4232
Ga 2.3565 2.5496 -1.4415
C 1.2100 3.9383 -0.3841
C -0.3384 3.5136 -0.3108
C -0.5246 2.3246 0.7702
C -2.0059 2.2277 1.3555
N -2.7178 0.9279 1.1396
C -2.6322 0.4284 -0.2425
C -1.8153 -0.9502 -0.4307
O -3.1637 0.9610 -1.2318
H 5.9771 -0.0409 0.6251
H 6.9691 1.1004 1.7255
H 7.6977 0.4740 0.1821
H 6.1469 1.9244 -1.2304
H 6.9297 2.9530 0.0675
H 2.5930 0.5068 0.7683
H 3.0685 3.2241 -2.7148
H 1.3770 1.4006 -1.9859
H 1.6160 4.0372 0.6786
H 1.3294 4.9635 -0.8702
H -0.9137 4.4595 0.0081
H -0.7588 3.2226 -1.3353
H 0.1613 2.6171 1.6436
H -0.1038 1.3625 0.3453
H -2.6349 3.0948 0.9698
H -1.9303 2.3611 2.4943
H -3.7273 1.0142 1.3555
H -2.0547 -1.6076 0.4790
H -0.7134 -0.6791 -0.4438
H -2.1464 -1.5355 -1.3386
C -4.1339 -2.4951 5.6938
C -3.2925 -3.1137 4.7750
C -2.8199 -2.4039 3.6756
C -3.1809 -1.0711 3.4994
C -4.0196 -0.4523 4.4212
C -4.4996 -1.1647 5.5158
H -4.5049 -3.0497 6.5491
H -3.0053 -4.1505 4.9154
H -2.1691 -2.8887 2.9560
H -2.8077 -0.5133 2.6419
H -4.3002 0.5873 4.2857
H -5.1577 -0.6829 6.2308
C 0.6229 -2.1447 -3.9873
C 1.3072 -3.2724 -4.4285
C 0.6512 -4.2290 -5.1964
C -0.6875 -4.0525 -5.5312
C -1.3702 -2.9221 -5.0936
C -0.7165 -1.9692 -4.3184
H 1.1341 -1.4000 -3.3861
H 2.3526 -3.4065 -4.1721
H 1.1831 -5.1119 -5.5344
H -1.1983 -4.7960 -6.1340
H -2.4135 -2.7833 -5.3571
H -1.2482 -1.0896 -3.9723
```

Löwdin atomic charge list, values in e, 2 entries: atom 1 (C): -0.104, atom 2 (C): -0.273

(5)
Here is a structure of composition C20H32BN3O5PRh from OMol25. Energies are from ωB97M-V/def2-TZVPD.

As for the gap between HOMO and LUMO: 8.10 eV. The LUMO energy is 0.08 eV. Its HOMO energy is -8.02 eV.

Structure (XYZ):
```
63
C20H32BN3O5PRh, DFT ωB97M-V/def2-TZVPD
Rh 1.0668 -0.0033 -0.6693
C 5.1419 0.2796 0.9108
C 3.6880 0.2550 0.5734
N 3.2212 0.1413 -0.6197
O 4.1533 0.0168 -1.6669
C 2.6709 0.3391 1.6055
C 2.9420 0.5142 3.0613
N 1.4129 0.2097 1.2187
O 0.4824 0.2493 2.0621
H 5.7377 0.3974 0.0110
H 5.4258 -0.6484 1.4109
H 5.3555 1.1003 1.5939
H 4.2311 -0.9359 -1.8163
H 4.0071 0.5908 3.2646
H 2.5336 -0.3287 3.6242
H 2.4396 1.4064 3.4408
C -1.0930 2.7968 -2.8066
P 0.1308 3.2499 -1.5743
C 1.0653 4.6052 -2.2986
C -0.7262 3.9226 -0.1512
O 1.0686 2.1330 -1.2118
H -1.7084 3.6525 -3.0855
H -1.7190 2.0094 -2.3932
H -0.5737 2.4240 -3.6904
H 0.4144 5.4413 -2.5549
H 1.5687 4.2483 -3.1969
H 1.8191 4.9379 -1.5856
H -1.4549 4.6795 -0.4436
H 0.0054 4.3635 0.5261
H -1.2244 3.0913 0.3458
C -3.8999 -2.0642 0.1995
C -2.8321 -1.1110 0.7084
C -2.5742 -1.3612 2.1902
O -1.6004 -1.4030 0.0229
B -0.9279 -0.2299 -0.2342
O -1.7757 0.8609 -0.0534
C -3.0807 0.3979 0.3613
C -3.5242 1.2460 1.5429
C -4.0247 0.6102 -0.8160
H -3.6221 -3.0832 0.4682
H -3.9994 -2.0163 -0.8831
H -4.8679 -1.8440 0.6544
H -2.2793 -2.4036 2.3126
H -3.4654 -1.1817 2.7933
H -1.7577 -0.7357 2.5491
H -2.7573 1.2594 2.3151
H -4.4536 0.8670 1.9716
H -3.7011 2.2711 1.2119
H -3.6917 0.0539 -1.6930
H -4.0418 1.6720 -1.0684
H -5.0429 0.3022 -0.5765
N 1.6478 -7.3251 -0.8479
C 1.5387 -6.1819 -0.7828
C 1.4024 -4.7552 -0.7025
C 1.3280 -4.1244 0.5388
C 1.1988 -2.7486 0.6143
C 1.1413 -1.9634 -0.5404
C 1.2137 -2.6180 -1.7747
C 1.3406 -3.9932 -1.8670
H 1.3647 -4.7221 1.4407
H 1.1089 -2.2881 1.5900
H 1.1614 -2.0438 -2.6982
H 1.3910 -4.4819 -2.8314
```

Löwdin atomic charge list, values in e, 2 entries: atom 1 (Rh): 1.042, atom 2 (C): -0.004

(6)
Here is a cluster of 3 separate species, C20H32Br2N4O3P in total at a distorted geometry from OMol25. Energies are from ωB97M-V/def2-TZVPD.

Its charge is +1. As for the gap between HOMO and LUMO: 8.05 eV. The LUMO energy is -4.27 eV. Its HOMO energy is -12.32 eV.

Structure (XYZ):
```
62
C20H32Br2N4O3P, DFT ωB97M-V/def2-TZVPD
C 0.7464 -0.6302 2.7977
C 1.9807 -1.4756 2.4846
C 2.8774 -0.9607 1.3468
C 4.2576 -1.6672 1.4126
N 3.0713 0.5103 1.3995
C 3.8565 1.0252 2.3592
C 4.0979 2.3730 2.4689
P 5.1093 3.1851 3.7686
N 4.4361 4.5332 4.1234
O 6.6038 3.2841 3.1918
O 5.1487 2.1642 4.9995
C 3.5239 3.2425 1.5430
C 2.7104 2.7096 0.5570
O 2.1302 3.5581 -0.3222
C 2.4741 1.3314 0.5094
C 1.5844 0.8057 -0.5619
Br 2.4546 -0.1138 -1.9718
C 0.2700 1.0475 -0.4941
C -0.4104 1.8404 0.5721
Br -0.8631 0.3770 -1.8624
H 0.9938 0.3490 3.2098
H 0.0820 -0.5475 1.9387
H 0.1731 -1.1459 3.5698
H 1.6251 -2.4555 2.1589
H 2.5519 -1.6583 3.3968
H 2.4405 -1.2596 0.4027
H 4.6167 -1.7107 2.4385
H 4.1660 -2.6711 1.0105
H 4.9726 -1.1004 0.8133
H 4.2962 0.3388 3.0663
H 5.0209 5.3467 3.9810
H 6.8736 4.2085 3.1436
H 4.9793 1.2571 4.7103
H 3.7090 4.3052 1.6225
H 2.2118 3.2278 -1.2270
H -1.4080 1.4558 0.7740
H -0.5042 2.8748 0.2339
H 0.1349 1.8450 1.5135
C -3.6099 -2.7866 -6.5872
C -2.6225 -1.6254 -6.6007
C -1.6587 -1.6488 -5.4075
C -2.3862 -1.5545 -4.1378
N -2.9808 -1.4745 -3.1581
H -4.2541 -2.7521 -5.7074
H -4.2530 -2.7497 -7.4655
H -3.0893 -3.7459 -6.5912
H -3.1697 -0.6811 -6.6053
H -2.0342 -1.6579 -7.5188
H -0.9595 -0.8131 -5.4634
H -1.0779 -2.5726 -5.4031
C -5.2215 -1.5060 -0.7327
C -6.4439 -1.8276 0.1176
C -6.6190 -0.8405 1.2782
C -5.4459 -0.8576 2.1593
N -4.5084 -0.8740 2.8211
H -4.3044 -1.5794 -0.1465
H -5.1281 -2.1969 -1.5676
H -5.2841 -0.4957 -1.1417
H -6.3551 -2.8413 0.5126
H -7.3431 -1.8040 -0.5001
H -7.5012 -1.0886 1.8688
H -6.7449 0.1746 0.8988
```

Löwdin atomic charge list, values in e, 2 entries: atom 1 (C): -0.072, atom 2 (C): -0.182

(7)
Here is a cluster of 6 separate species, C20H32FO14S in total at a distorted geometry from OMol25. Energies are from ωB97M-V/def2-TZVPD.

Its charge is -1. As for the gap between HOMO and LUMO: 9.12 eV. The LUMO energy is 2.08 eV. Its HOMO energy is -7.04 eV.

Structure (XYZ):
```
68
C20H32FO14S, DFT ωB97M-V/def2-TZVPD
F 0.4629 -0.2231 0.5661
C -3.3481 -2.1961 2.1901
C -3.6901 -0.9361 1.4671
C -2.8961 -0.4521 0.3371
O -3.6451 -0.2281 -0.7899
C -4.8781 -0.6791 -0.4759
O -5.8361 -0.5901 -1.2369
O -4.9151 -1.2211 0.8121
H -3.2381 -2.8671 1.5001
H -4.0061 -2.5631 2.9331
H -2.4571 -2.0791 2.8611
H -4.0261 -0.1991 2.1811
H -2.1011 -1.0911 0.2061
H -2.4551 0.4589 0.5751
C -0.8991 0.1799 5.0101
C 0.2919 -0.1931 4.0421
C 1.5019 0.7669 3.6631
O 2.4709 0.4089 4.5451
C 2.1709 -0.7071 5.1721
O 2.9939 -1.1741 5.8681
O 1.0439 -1.1891 4.8391
H -0.4461 0.3869 5.8641
H -1.6061 -0.6861 4.8401
H -1.2761 1.0759 5.0071
H 0.1079 -0.5621 2.9721
H 1.2069 1.7389 3.4891
H 1.7709 0.7159 2.5921
C 2.7749 -0.4491 -1.9639
C 3.6399 -0.0131 -0.7439
C 3.6979 -0.9061 0.5151
O 5.0439 -0.9381 0.9051
C 5.7829 -0.3681 0.0071
O 7.0169 -0.2001 0.0451
O 5.0079 0.1959 -1.0359
H 2.2389 0.5179 -2.5269
H 1.9689 -1.0491 -1.6599
H 3.2849 -1.2351 -2.6849
H 3.5989 0.9879 -0.3229
H 3.2739 -1.8551 0.6181
H 3.0289 -0.5501 1.1411
C -1.2471 2.9379 0.8241
C 0.0489 3.1849 0.1841
C 0.2509 2.4129 -1.1539
O -0.0571 3.3679 -2.0309
C -0.0661 4.5769 -1.5279
O -0.0241 5.5579 -2.2589
O 0.1279 4.5219 -0.2219
H -2.0101 3.8559 0.9541
H -1.3011 2.4719 1.8501
H -1.8181 2.3859 0.0711
H 0.9149 3.3149 1.0171
H -0.2631 1.6299 -1.2079
H 1.1139 2.1449 -1.2669
C -0.8801 -1.3001 -2.6599
C -0.6561 -0.2141 -3.6929
C -0.5851 -0.7861 -5.0879
S -0.1011 -2.4451 -4.9419
O 1.3279 -2.5621 -5.1139
O -0.8731 -3.4371 -5.6489
C -0.4051 -2.6541 -3.2429
H -1.9741 -1.2841 -2.5829
H -0.5761 -1.1181 -1.5699
H 0.2249 0.1639 -3.5079
H -1.4201 0.6999 -3.5489
H 0.1009 -0.2601 -5.6079
H -1.6261 -0.8351 -5.5269
H 0.2629 -2.9921 -2.6259
H -1.1491 -3.3701 -3.1989
```

Löwdin atomic charge list, values in e, 2 entries: atom 1 (F): -0.589, atom 2 (C): 0.008